No. 1
Molecular formula: C25H26N3O2S
Method: DFT, ωB97M-V/def2-TZVPD

XYZ file:
```
57
Properties=species:S:1:pos:R:3:forces:R:3
O -2.8745 -0.6233 1.2160 -0.1 0.5 0.2
C -5.1785 3.9293 0.2788 0.1 -0.2 0.1
H -5.1112 4.8395 2.2390 0.1 -0.2 -0.2
H 0.6639 2.6547 2.2088 0.2 -0.2 0.1
H -2.3984 -3.1675 7.0366 -0.2 -0.2 -0.3
H 0.5752 -2.0865 5.8254 0.0 0.1 0.3
C -4.1597 -4.0227 6.1715 0.3 -0.2 -0.4
H 5.8582 3.4067 4.6116 -0.1 0.0 0.1
C -5.9427 5.0517 -0.3517 -0.2 0.3 -0.1
S -2.8998 0.4591 2.1679 1.0 -0.2 0.5
C 0.1046 -3.0130 6.1843 0.8 0.2 0.1
H 0.9255 -3.6307 6.5772 0.0 0.1 0.2
H 6.4341 2.5146 2.2855 0.0 -0.1 -0.1
H -5.1076 2.7764 -1.5484 0.1 0.0 0.3
C 1.8704 -0.2339 3.5947 -0.8 0.1 -0.2
H 3.0724 3.3272 2.5500 -0.1 -0.3 0.1
C 5.9762 1.5621 2.5962 -0.4 0.0 0.1
N 4.9642 1.7855 3.6067 1.0 0.3 0.1
H -0.6641 -0.7378 3.1585 -0.1 0.1 -0.1
C -2.8101 -3.6997 6.1770 0.0 -0.1 -0.2
C 3.6263 1.4204 3.4149 -1.1 -0.4 -0.1
H -6.8989 4.7098 -0.7602 0.1 0.0 0.1
C -4.1079 2.9333 2.2131 0.1 -0.2 -0.3
C -3.9077 -5.0652 3.9962 0.5 0.3 0.3
H -5.3891 5.4942 -1.1858 0.0 0.0 0.1
C 0.2265 -4.0828 3.9698 0.5 -0.1 -0.5
N -1.2926 1.0889 2.3295 -0.7 -0.5 0.0
C -0.4263 0.2878 2.8407 -1.1 -0.3 -0.2
H 6.2018 1.8081 5.3138 -0.1 0.1 0.0
C -2.5531 -4.7475 3.9877 -0.6 -0.1 0.1
H -5.7778 -4.9603 5.0827 0.2 0.1 0.0
H -6.1463 5.8380 0.3762 0.0 0.0 -0.1
C 5.4244 2.4168 4.8249 -0.3 -0.2 -0.2
C -4.8217 3.9783 1.6332 0.1 -0.2 -0.2
C 3.1874 0.1270 3.7938 0.5 0.9 -0.2
C 1.3857 1.9673 2.6503 0.1 -0.3 0.1
H -4.7760 -3.7362 7.0269 0.1 -0.1 -0.2
C -0.5786 -3.7063 5.0616 -0.2 -0.4 -0.7
H 3.9098 -0.5637 4.2368 -0.3 0.2 -0.2
H -3.8322 2.9497 3.2672 -0.1 0.0 -0.3
C 2.7090 2.3373 2.8379 0.4 -0.6 0.3
C -4.1079 1.7656 0.0691 0.1 0.2 0.3
H -3.8265 0.8910 -0.5157 -0.1 0.2 0.2
H -4.3291 -5.5992 3.1436 0.0 0.1 0.2
O -3.4329 0.2571 3.4940 0.1 0.3 -0.7
C -1.9576 -4.0455 5.0771 0.0 0.1 0.1
H -0.5439 -2.7559 7.0215 0.0 0.0 -0.2
H 4.5753 2.5342 5.5086 0.3 0.0 -0.1
H 6.7794 0.9133 2.9807 -0.1 0.0 -0.1
C -4.7184 -4.7069 5.0822 -0.3 0.0 0.1
H -1.9292 -5.0325 3.1376 -0.2 0.1 0.3
H 1.5185 -1.2337 3.8562 0.1 0.2 -0.1
C -3.7447 1.8440 1.4174 -0.1 -0.1 0.0
C 0.9561 0.6801 3.0313 1.0 0.5 0.0
H 5.5118 1.0838 1.7257 0.2 0.1 0.2
N 0.9345 -4.3734 3.0731 -0.7 0.4 0.9
C -4.8221 2.8188 -0.4952 0.1 -0.1 0.3
```
Positions in Å, forces in eV/Å.

Output
M = 432.6 g mol⁻¹
orbital gap = 4.2 eV
E_tot = -1681.15675 Eh
HOMO energy = -2.160 eV
total charge = -1
2S+1 = 1

Here are the Löwdin charges for atoms 1 to 6, given in e: -0.2989, -0.2788, 0.1112, 0.1088, 0.0750, 0.0458



No. 2
Molecular formula: C25H26N7O2RuS2
Method: DFT, ωB97M-V/def2-TZVPD

XYZ file:
```
63
Properties=species:S:1:pos:R:3:forces:R:3
N -0.3406 0.1591 -2.1029 -0.2 -1.4 -0.9
N -1.9402 0.3312 0.5938 2.6 0.5 1.0
C 1.7470 0.9950 4.5841 -0.3 -0.1 -0.9
C -2.4785 -3.0502 -1.0546 -0.2 0.1 0.1
C -0.7150 -0.6754 -4.3903 0.0 -0.3 -0.2
H 0.9829 0.8756 5.3382 -0.1 0.0 0.1
N -1.8131 2.5008 1.0630 0.9 -0.6 -0.4
N 0.0889 0.7011 2.7648 -0.7 -1.5 -0.3
H -2.5783 -4.6190 -2.4968 -0.1 -0.1 0.0
H 3.3174 1.2386 6.0190 0.0 0.0 0.1
C 3.0767 1.1952 4.9688 0.6 0.1 -0.2
H 0.6368 3.5982 -0.6046 0.1 0.1 -0.3
O -1.3555 -1.4427 2.1404 -0.8 0.1 -0.4
C -0.4254 0.3586 -3.3749 0.2 0.6 0.4
H 1.1101 -5.1075 -2.9866 0.0 0.0 -0.1
H 5.7811 1.4715 1.8979 0.1 0.0 0.0
H 0.6886 -2.0912 -3.5498 0.1 0.0 0.0
H -1.6176 4.5059 1.4703 0.1 0.0 0.0
Ru 0.0082 0.8030 0.6027 -3.0 1.8 -0.9
H 0.1872 -2.4468 -5.2070 0.0 -0.1 -0.1
H 1.3429 -1.1521 -4.9049 0.1 0.0 0.0
S -0.0661 2.0248 -3.8132 0.0 0.0 0.6
H -0.1044 -6.1842 -2.3143 0.1 0.1 0.1
H -1.6084 -1.2269 -4.0901 -0.1 0.1 0.0
S -2.2846 -1.2789 1.0364 0.9 -2.6 -0.3
H -4.5238 0.5525 1.6186 -0.1 0.0 0.0
H -5.3618 2.7064 2.5453 -0.1 0.0 -0.1
H -3.9076 4.7344 2.4042 0.0 0.1 0.0
C -3.9144 1.4431 1.6047 0.2 -0.3 -0.2
C 2.4143 1.0651 2.2525 0.2 0.2 0.9
H 2.6758 1.0651 -1.0263 0.0 0.0 0.1
C -4.3770 2.6490 2.1023 0.1 0.5 0.1
H 5.0958 1.4857 4.3312 0.1 0.0 0.0
C -0.5344 -4.1395 -2.0110 -0.5 0.7 0.5
N 0.0151 1.2268 -1.3912 0.3 0.5 0.6
C 0.0417 -5.2230 -2.8239 0.1 -0.8 -0.3
C 0.2966 -3.2646 -1.2805 -0.3 -0.1 0.1
C 2.9892 1.1245 0.0112 0.0 0.0 -0.3
C -2.6051 1.3967 1.0847 -1.3 1.0 0.2
C 4.3421 1.2714 0.3159 0.1 0.0 0.3
H 0.3882 -1.6728 0.1790 0.1 -0.2 0.0
C 0.4595 -1.6538 -4.5185 0.0 0.1 0.0
C -3.5657 3.7772 2.0403 -0.5 -0.5 0.1
N 2.0336 1.0430 0.9373 0.3 0.1 0.1
C 4.0719 1.3215 4.0281 -0.3 -0.1 0.2
H 0.6713 4.3175 -2.1889 0.0 0.0 0.1
H -0.9028 -0.2026 -5.3554 -0.2 0.0 0.1
C -1.9302 -3.9774 -1.9186 0.6 0.0 0.0
C -2.2799 3.6521 1.5084 0.7 -0.1 -0.1
H -0.5877 1.1704 3.3767 0.1 0.1 -0.5
H -0.1872 -0.3087 2.8184 0.3 0.6 0.4
H 5.0647 1.3327 -0.4837 0.0 0.0 -0.1
N 0.5724 3.4964 -1.6106 -0.1 -0.1 0.2
C 4.7406 1.3466 1.6352 -0.3 -0.1 -0.4
C 0.1933 2.3301 -2.1263 0.1 0.2 -0.3
H -3.5469 -2.9701 -0.9251 -0.1 0.0 0.0
C -0.2499 -2.3206 -0.4378 0.0 -0.1 0.2
C 3.7708 1.2449 2.6486 -0.5 0.0 0.0
C 1.4163 0.9263 3.2438 1.2 0.2 0.5
H 1.3691 -3.3747 -1.3419 0.1 0.0 -0.1
O -3.6715 -1.4645 1.2370 -0.3 0.3 -0.2
C -1.6321 -2.2475 -0.3040 -0.4 0.7 0.7
H -0.4864 -5.3447 -3.7704 0.1 0.1 -0.1
```
Positions in Å, forces in eV/Å.

Output
M = 621.7 g mol⁻¹
energy above the lowest of the compared OMol25 structures with the same formula, charge and spin = 195.5 kJ/mol
orbital gap (alpha / beta) = 4.3 / 4.0 eV
E_tot = -2392.26705 Eh
HOMO energy (alpha / beta) = -17.075 / -17.023 eV
total charge = +3
2S+1 = 1

Here are the Löwdin charges for atoms 1 to 6, given in e: 0.0172, -0.1094, 0.0338, -0.0191, -0.2052, 0.1355



No. 3
Molecular formula: C25H26N8O2Tc
Method: DFT, ωB97M-V/def2-TZVPD

XYZ file:
```
62
Properties=species:S:1:pos:R:3:forces:R:3
H -3.1390 -1.2148 -4.1789 0.0 0.0 0.1
C -2.8461 0.9837 -0.9973 0.1 0.1 0.2
C -3.0610 -0.5986 -3.2869 0.0 -0.1 -0.1
C 1.6584 1.0029 3.2318 0.0 0.0 0.1
N -0.6018 0.1277 -0.6674 0.3 -0.2 1.0
H -4.8455 1.5964 -1.4356 0.1 0.0 0.0
C 1.0136 -2.3720 1.9853 0.1 0.3 -0.2
N -2.2039 -1.8230 1.2936 -0.4 -0.3 -0.2
H -3.6597 2.2963 0.4969 0.0 0.0 0.0
H 0.8329 4.6791 0.5150 0.0 0.0 0.1
C -0.6944 -1.4413 -3.0222 -0.1 0.1 0.0
H 2.4221 2.8900 4.8425 0.0 0.0 -0.1
Tc 0.7090 0.1442 0.4989 -1.4 0.1 -2.4
C 2.9799 -0.3685 -1.2718 0.0 -0.1 0.2
N -5.4493 -1.4120 0.2956 0.0 -0.5 0.4
O 2.5208 0.4518 -0.3675 0.1 0.1 0.0
H 1.9656 0.7684 4.2527 0.0 0.0 0.1
C 1.1813 4.2995 1.4695 0.0 0.1 -0.1
H 1.4895 -3.3426 2.1436 0.0 0.0 -0.1
C 4.2576 -0.6754 -3.3109 0.0 -0.1 0.0
C 1.1282 2.8929 1.6612 -0.1 -0.2 0.2
H 2.5766 -1.5550 3.2319 0.1 0.1 0.0
H 3.8299 1.2297 -2.4086 0.0 -0.1 0.0
C 2.8478 -1.7836 -1.1908 0.1 0.1 -0.2
H -0.0577 -2.4685 2.0845 -0.3 0.0 -0.1
H 0.9610 -1.4491 3.9362 0.0 0.0 0.1
C 1.6629 5.1364 2.4361 0.0 0.0 0.2
H -0.0358 -0.8644 -3.6806 0.0 0.0 0.1
N 1.3236 -1.8160 0.6570 -0.1 -0.2 1.1
C 3.7181 0.1525 -2.3585 0.0 0.1 -0.1
H -1.5176 -3.2910 -0.1118 -0.1 0.1 0.0
N 1.3911 0.0118 2.4485 0.0 -0.4 0.6
H -0.0887 -1.7610 -2.1735 0.0 0.0 0.0
C -2.7025 1.8483 0.2249 0.0 0.0 -0.1
H -1.9759 2.6449 0.0526 0.0 0.0 0.0
C 2.0835 3.2919 3.8903 0.0 -0.2 0.0
C -4.0161 0.9654 -1.7433 -0.1 0.0 -0.1
H 2.4922 5.3048 4.4435 -0.1 0.0 -0.1
C -1.7637 0.1829 -1.4160 0.1 0.1 0.0
C -2.3226 -2.6692 0.2556 0.4 0.1 0.2
H 1.6869 6.2041 2.2483 0.0 0.0 0.0
H -5.0604 0.1743 -3.4533 0.1 0.0 0.0
C 1.6215 2.3862 2.9033 0.0 0.2 0.0
H 3.3645 -3.6869 -2.0615 0.0 0.1 0.0
N -3.3885 -1.2497 1.4232 0.2 -0.2 -0.5
C -1.8692 -0.6038 -2.5735 0.3 -0.2 -0.1
C 3.4546 -2.6075 -2.1598 -0.1 -0.1 0.2
H -1.0344 -2.3207 -3.5720 0.0 0.0 0.0
C -4.1384 0.1749 -2.8811 0.1 0.0 0.0
H -5.5517 -0.4551 0.5910 0.0 0.3 0.0
H 4.5570 -2.7191 -3.9793 0.0 0.0 0.0
H -2.3295 1.2659 1.0703 0.0 0.0 0.0
N -3.5338 -2.6520 -0.2906 0.1 0.1 0.1
C 1.5251 -1.3582 3.0089 0.2 0.3 -0.2
C 2.1166 4.6363 3.6780 0.0 0.3 -0.1
H 2.5513 -3.3796 0.2351 0.0 -0.1 -0.1
C 2.2150 -2.3824 -0.0584 0.4 -0.3 -0.3
O 0.6018 2.1697 0.7345 0.4 0.3 0.2
N -4.1166 -1.7582 0.4628 -0.2 0.3 0.2
H 4.7963 -0.2402 -4.1462 0.0 0.0 0.1
H -5.6608 -1.5183 -0.6833 0.0 0.1 -0.3
C 4.1286 -2.0754 -3.2225 0.1 0.2 -0.2
```
Positions in Å, forces in eV/Å.

Output
M = 568.5 g mol⁻¹
energy above the lowest of the compared OMol25 structures with the same formula, charge and spin = 110.6 kJ/mol
orbital gap (alpha / beta) = 5.9 / 6.9 eV
E_tot = -1637.53483 Eh
HOMO energy (alpha / beta) = -6.275 / -7.146 eV
<S²> = 0.764
2S+1 = 2

Here are the Löwdin charges for atoms 1 to 6, given in e: 0.1104, -0.2343, -0.0634, -0.0912, -0.1260, 0.1059



Question: Among the records above, which one has the lowest M?
Answer: C25H26N3O2S



Question: Which formula does entry 3 have?
Answer: C25H26N8O2Tc



Question: Which of these has the lowest M?
Answer: C25H26N3O2S



Question: The highest E_tot belongs to which entry?
Answer: C25H26N8O2Tc